C4H11NO3S | wB97M-V/def2-TZVPD

Calculated values
Largest force on an atom = 4.6 eV/Å
Energy relative to the best compared isomer or geometry (same formula, charge and spin) = 540.8 kJ/mol
E_HOMO = -9.30 eV
E_LUMO = -0.30 eV
Kohn-Sham gap = 9.0 eV

Geometry as ORCA input:
```
! wB97M-V def2-TZVPD RIJCOSX def2/J DEFGRID3
* xyz 0 1
C 0.44 1.52 0.97
C 2.29 0.13 0.18
C 0.22 0.25 -1.05
C -0.49 -1.00 -0.43
N 1.14 0.98 -0.27
O -2.88 -1.61 0.38
O -2.82 0.35 -1.05
O -0.10 -1.98 0.37
S -2.19 -0.44 -0.03
H 0.07 2.52 0.75
H -0.41 0.96 1.35
H 1.26 1.59 1.64
H 2.61 -0.50 -0.71
H 3.27 0.70 0.35
H 2.00 -0.45 1.09
H -0.70 0.94 -1.27
H 0.50 -0.14 -1.98
H -1.06 -1.86 -1.93
H -0.97 -2.40 0.56
H -2.17 0.42 1.08
*
```